The following is a quantum chemistry calculation of 5 unconnected molecules or ions with the total composition C46H64O19S4 at a distorted geometry, from the OMol25 dataset.

Calculated values
LUMO (eV): -1.34
Structure (SMILES): CCCCCCCCCCCCCCc1ccc2c(c1)C(=O)c1c(C[C@H](C)OCc3ccccc3)cccc1C2=O.O=S1(=O)OCCO1.O=S1(=O)OCCO1.O=S1(=O)OCCO1.O=S1(=O)OCCO1
Highest occupied orbital energy (eV): -8.45
F_max (Eh/bohr): 0.0880

Last column: Löwdin charge in e.
CARTESIAN COORDINATES (ANGSTROEM)
C -0.5101 7.6603 5.2923  -0.1244
C -0.1139 8.8127 4.2220  -0.2435
C 1.4848 8.6671 3.9678  -0.2150
C 1.6331 7.8267 2.5774  -0.2201
C 3.1657 7.5549 2.1618  -0.1867
C 3.3010 7.8566 0.5685  -0.2137
C 3.0953 6.5382 -0.3444  -0.2154
C 1.6714 5.8260 -0.1460  -0.2124
C 0.4070 6.7316 -0.5760  -0.2028
C -0.9694 6.0066 -0.0781  -0.1953
C -1.9917 7.0558 0.6106  -0.2055
C -3.3731 6.3526 1.0993  -0.2077
C -3.2254 5.5654 2.4906  -0.2034
C -4.4513 4.5226 2.7693  -0.1647
C -4.3516 3.4391 1.5670  -0.1462
C -5.3042 3.5145 0.3157  -0.0147
C -5.1545 2.4928 -0.8527  0.0113
C -4.0372 1.4327 -0.7067  -0.0461
C -3.1027 1.3155 0.5570  -0.0320
C -3.2484 2.3230 1.7166  0.0479
C -2.0181 0.1181 0.5148  -0.2453
O -1.7963 -0.6086 1.5135  0.0280
C -1.3109 -0.0720 -0.9238  0.0093
C 0.2167 -0.3699 -1.0836  -0.0818
C 1.2056 -0.5587 0.1858  -0.0861
C 1.8782 -2.0324 -0.0174  -0.3468
C 0.6682 -3.0780 0.0630  -0.0338
O 2.9019 -2.1727 0.9881  -0.1409
C 3.5128 -3.4767 0.9845  -0.1866
C 4.0927 -3.9564 -0.4186  -0.1420
C 5.3772 -3.3995 -1.1086  -0.0213
C 5.7806 -3.9557 -2.5235  -0.0614
C 4.9199 -5.0455 -3.2614  -0.0649
C 3.6476 -5.6341 -2.5510  -0.0680
C 3.2711 -5.0740 -1.1639  -0.0304
C 0.7172 -0.4708 -2.5694  -0.0059
C -0.1859 -0.3434 -3.8160  -0.0450
C -1.7042 -0.0787 -3.6440  -0.0008
C -2.2396 0.0555 -2.1922  -0.0351
C -3.7945 0.3765 -1.9039  -0.2566
O -4.7409 -0.1138 -2.5701  0.0209
H 0.3049 6.8497 5.2659  0.0715
H -0.5567 8.1713 6.3209  0.0789
H -1.4902 7.1367 5.0087  0.0523
H -0.6282 8.6088 3.2223  0.0679
H -0.4260 9.8653 4.5477  0.1035
H 1.9991 8.1086 4.8188  0.1039
H 1.9381 9.7100 3.8327  0.1081
H 1.0431 6.8518 2.6987  0.1081
H 1.1259 8.4836 1.7773  0.0959
H 3.8754 8.1978 2.7917  0.1079
H 3.4771 6.4644 2.3080  0.1083
H 4.3865 8.1994 0.4066  0.1037
H 2.5977 8.6779 0.2029  0.0982
H 3.3664 6.7604 -1.4353  0.1093
H 3.8953 5.7823 0.0225  0.1105
H 1.5428 5.5806 0.9611  0.0886
H 1.6483 4.9020 -0.8327  0.1202
H 0.4386 7.8011 -0.1686  0.0874
H 0.3993 6.8125 -1.7164  0.1096
H -0.6499 5.2677 0.7492  0.0960
H -1.4614 5.4390 -0.9493  0.1170
H -1.4926 7.6746 1.4291  0.0858
H -2.2855 7.7926 -0.2302  0.1158
H -4.1159 7.2204 1.2937  0.1165
H -3.7204 5.7153 0.2195  0.0951
H -2.2426 4.9579 2.4475  0.1043
H -3.2162 6.3371 3.3526  0.1079
H -5.4478 5.1065 2.7293  0.1153
H -4.3690 4.0180 3.7942  0.1119
H -6.0672 4.3579 0.3043  0.0990
H -5.8463 2.6033 -1.7468  0.1055
H -2.5538 2.2564 2.6256  0.1196
H 0.6565 -0.4755 1.1832  0.1130
H 2.0443 0.2265 0.1332  0.1294
H 2.3753 -1.9705 -1.0621  0.1314
H 0.8747 -4.0325 0.6457  0.0457
H 0.2819 -3.3354 -0.9857  0.0987
H -0.2045 -2.5372 0.5971  0.0780
H 4.4131 -3.4179 1.7103  0.1360
H 2.8368 -4.3035 1.4320  0.1248
H 5.9845 -2.5929 -0.5692  0.1008
H 6.7101 -3.5477 -3.0691  0.0859
H 5.1749 -5.4412 -4.2993  0.0838
H 3.0085 -6.4292 -3.0854  0.0849
H 2.3304 -5.5169 -0.6687  0.0950
H 1.8413 -0.6847 -2.6864  0.1047
H 0.3358 -0.4688 -4.8358  0.1032
H -2.3386 0.0245 -4.5842  0.1045
O 1.3999 -7.2270 -6.5845  -0.2288
S 1.0186 -6.0783 -5.8173  0.6346
O 1.9056 -4.9838 -5.5627  -0.2356
O 0.4123 -6.5932 -4.4028  -0.2047
C -0.9274 -6.1183 -4.2540  -0.1660
C -1.4630 -5.9771 -5.6705  -0.1689
O -0.3607 -5.4872 -6.4361  -0.1930
H -0.8914 -5.1500 -3.7469  0.1329
H -1.5155 -6.8172 -3.6584  0.1392
H -2.3078 -5.2909 -5.7290  0.1371
H -1.7545 -6.9483 -6.0811  0.1340
O -4.7290 -5.3861 -2.8445  -0.2407
S -5.7353 -5.2027 -1.8399  0.6440
O -6.0841 -6.2208 -0.8962  -0.2235
O -7.0893 -4.6846 -2.5691  -0.1897
C -7.4760 -3.4232 -2.0207  -0.1661
C -6.1816 -2.7718 -1.5598  -0.1776
O -5.3988 -3.8412 -1.0244  -0.1981
H -8.1469 -3.6097 -1.1773  0.1326
H -7.9946 -2.8246 -2.7703  0.1376
H -6.3483 -2.0021 -0.8062  0.1378
H -5.6342 -2.3416 -2.4025  0.1136
O 8.9453 -5.4957 2.5374  -0.2269
S 7.8752 -5.4697 1.5847  0.6465
O 7.2430 -4.2590 1.1585  -0.2376
O 6.7286 -6.5039 2.0818  -0.1908
C 6.5068 -7.4925 1.0745  -0.1674
C 7.8320 -7.6215 0.3392  -0.1724
O 8.3457 -6.2917 0.2670  -0.1909
H 5.7189 -7.1294 0.4080  0.1279
H 6.1929 -8.4338 1.5273  0.1360
H 7.7144 -8.0433 -0.6590  0.1370
H 8.5426 -8.2280 0.9087  0.1318
O 0.0527 -5.9474 1.8246  -0.2453
S -1.3350 -6.1768 2.1044  0.6477
O -1.9676 -7.4454 1.9086  -0.2196
O -2.2004 -5.0408 1.3352  -0.1954
C -2.9737 -4.3034 2.2828  -0.1678
C -2.1817 -4.3625 3.5797  -0.1666
O -1.6350 -5.6819 3.6204  -0.1888
H -3.9438 -4.7973 2.3892  0.1346
H -3.1242 -3.2795 1.9378  0.1281
H -2.8031 -4.1761 4.4556  0.1366
H -1.3497 -3.6521 3.5666  0.1339